# C19H14ClF3N2O5PdS

A structure of composition C19H14ClF3N2O5PdS (wB97M-V/def2-TZVPD, the OMol25 dataset).

XYZ file:
```
46
Properties=species:S:1:pos:R:3:forces:R:3
Pd 0.196 0.819 0.407 -0.262 0.155 0.252
Cl 5.715 -1.515 4.406 0.007 -0.008 0.008
C 4.620 -0.825 3.254 0.013 0.042 -0.037
C 5.093 0.142 2.345 -0.021 -0.043 0.041
C 4.255 0.710 1.428 -0.008 0.025 -0.032
C 2.885 0.356 1.359 -0.009 -0.242 -0.070
O 2.159 0.921 0.445 0.076 0.253 0.209
C 2.421 -0.634 2.273 -0.055 0.060 -0.046
C 1.088 -1.131 2.300 0.018 -0.007 0.033
O 0.103 -0.789 1.615 0.159 -0.212 -0.060
C 3.317 -1.207 3.213 -0.008 -0.006 0.007
H 6.136 0.430 2.381 0.000 0.004 0.001
H 4.618 1.445 0.723 0.004 0.003 0.009
H 0.892 -1.919 3.035 0.002 -0.044 -0.046
H 2.950 -1.959 3.900 0.000 0.002 0.001
F -6.420 2.288 0.754 -0.007 0.044 0.021
C -6.068 1.182 0.074 0.043 -0.015 0.013
F -6.673 0.142 0.679 -0.011 -0.029 0.019
F -6.540 1.279 -1.157 -0.017 0.005 -0.052
C -4.567 1.001 0.110 -0.010 -0.015 -0.017
C -3.939 0.924 1.348 0.015 -0.024 0.025
C -2.571 0.791 1.385 -0.008 -0.025 -0.007
N -1.836 0.732 0.263 -0.071 0.198 -0.047
C -2.453 0.772 -0.923 -0.002 -0.103 0.045
C -3.827 0.914 -1.051 -0.062 0.014 0.035
H -4.505 0.978 2.267 0.006 -0.002 0.004
H -2.030 0.723 2.319 -0.001 0.026 0.010
H -1.827 0.712 -1.800 -0.015 0.018 -0.016
H -4.267 1.021 -2.042 0.030 -0.056 -0.033
N 0.287 2.742 -0.333 0.046 -0.142 -0.224
C -0.566 3.042 -1.466 0.041 0.076 0.059
C -1.709 3.796 -1.261 -0.046 -0.087 0.020
C -2.668 3.849 -2.261 0.078 -0.028 -0.062
C -2.460 3.163 -3.450 -0.093 0.086 0.015
C -1.253 2.523 -3.692 0.050 -0.060 0.034
C -0.300 2.444 -2.687 0.031 0.064 -0.045
S -3.846 2.923 -4.570 -0.036 0.001 -0.048
O -3.242 2.661 -5.857 0.007 -0.001 0.027
O -4.624 4.138 -4.458 0.014 -0.020 0.016
O -4.471 1.752 -3.949 0.009 -0.016 0.021
H 0.016 3.316 0.461 0.092 0.112 -0.043
H 1.274 2.910 -0.521 0.001 -0.034 -0.016
H -1.881 4.280 -0.305 -0.001 0.001 -0.001
H -3.602 4.379 -2.124 0.003 0.020 0.002
H -1.105 2.041 -4.650 0.001 0.007 -0.004
H 0.615 1.877 -2.826 -0.005 0.001 -0.018
```
Positions in Å, forces in eV/Å.

Values from the calculation:
2S+1: 1
Kohn-Sham gap (eV): 6.6
ΔE to the lowest compared entry with this formula, charge and spin (kJ/mol): 0.00
M (g mol⁻¹): 581.26